Molecular formula: C4H8O2
Method: DFT, wB97M-V/def2-TZVPD

Geometry as XYZ:
```
14
Properties=species:S:1:pos:R:3:mulliken_charge:R:1
C -1.881 0.585 -0.303 -0.71
O -1.065 -0.538 -0.094 -0.33
C -0.148 -0.469 0.981 -0.77
C 1.205 -0.776 0.375 0.26
C 1.617 0.119 -0.694 -0.32
O 2.296 0.114 0.559 -0.46
H -2.792 0.539 0.308 0.28
H -1.359 1.531 -0.089 0.34
H -2.165 0.584 -1.360 0.23
H -0.439 -1.197 1.750 0.30
H -0.120 0.528 1.443 0.39
H 1.493 -1.826 0.327 0.37
H 1.014 1.010 -0.872 0.16
H 2.133 -0.276 -1.564 0.25
```

* energy above the lowest of the compared OMol25 structures with the same formula, charge and spin: 271.24 kJ/mol
* HOMO energy: -9.776 eV
* HOMO-LUMO gap: 10.8 eV
* F_max: 0.34 eV/A
* SMILES: COC[C@H]1CO1
* molecular weight: 88.1 g/mol

=====

Molecular formula: C4H8O2
Method: DFT, wB97M-V/def2-TZVPD

Geometry as XYZ:
```
14
Properties=species:S:1:pos:R:3:mulliken_charge:R:1
C 0.773 0.858 -0.936 -0.78
C 0.369 0.119 0.327 0.29
C -0.358 -1.333 0.324 -0.64
C -1.473 -0.423 0.904 -0.26
H 2.671 0.786 -1.304 0.34
H 0.780 1.886 -0.469 0.29
H -0.249 0.902 -1.301 0.41
H 1.143 0.323 1.115 0.30
H -0.507 -1.633 -0.735 0.23
H 0.103 -2.056 0.905 0.32
H -1.814 -0.386 1.973 0.22
H -2.437 -0.446 0.339 0.20
O 1.815 0.629 -1.805 -0.51
O -0.814 0.774 0.664 -0.42
```

* energy above the lowest of the compared OMol25 structures with the same formula, charge and spin: 317.95 kJ/mol
* HOMO energy: -9.549 eV
* HOMO-LUMO gap: 10.3 eV
* F_max: 3.96 eV/A
* molecular weight: 88.1 g/mol

=====

Molecular formula: C4H8O2
Method: DFT, wB97M-V/def2-TZVPD

Geometry as XYZ:
```
14
Properties=species:S:1:pos:R:3:mulliken_charge:R:1
C 0.342 1.903 -0.590 -1.06
C 0.002 0.452 -0.880 0.15
O 0.890 -0.418 -0.534 -0.43
C 0.265 -1.904 0.495 -0.34
C -0.547 -1.159 1.330 -0.09
O -1.546 -0.533 0.796 -0.49
H 1.044 2.256 -1.357 0.29
H 0.845 1.978 0.378 0.29
H -0.532 2.562 -0.602 0.34
H -1.050 0.155 -0.037 0.19
H -0.556 0.245 -1.812 0.36
H 1.205 -2.299 0.868 0.24
H -0.151 -2.387 -0.381 0.23
H -0.209 -0.850 2.324 0.31
```

* energy above the lowest of the compared OMol25 structures with the same formula, charge and spin: 411.16 kJ/mol
* HOMO energy: -8.774 eV
* HOMO-LUMO gap: 8.7 eV
* F_max: 0.51 eV/A
* molecular weight: 88.1 g/mol